Molecular formula: C3H3O2S
Method: DFT, wB97M-V/def2-TZVPD

The geometry in ORCA input format:
```
! wB97M-V def2-TZVPD RIJCOSX def2/J DEFGRID3
* xyz -1 1
C -2.188 0.113 1.092
C -1.385 -0.067 0.170
C -0.473 -0.219 -0.798
O 3.149 -0.242 -0.795
O 2.271 0.809 1.207
S 2.245 -0.352 0.353
H -3.158 0.426 1.495
H -0.153 -1.138 -1.434
H -0.310 0.671 -1.291
*
```

LUMO (spin up / spin down) = 3.638 / 3.589 eV
Orbital gap (spin up / spin down) = 0.2176 / 0.2113 Eh
Highest occupied orbital energy (spin up / spin down) = -2.3 / -2.2 eV

Molecular formula: C5H12N3O
Method: DFT, wB97M-V/def2-TZVPD

The geometry in ORCA input format:
```
! wB97M-V def2-TZVPD RIJCOSX def2/J DEFGRID3
* xyz 1 1
N -1.624 -1.727 -0.211
C -0.427 -1.031 -0.270
C 0.122 -0.930 1.099
N 1.423 -0.182 0.825
C 1.317 1.229 0.362
C 0.600 1.383 -0.980
C -0.690 0.527 -0.934
N -1.530 1.137 0.117
O -2.639 0.578 0.176
H -2.377 -1.304 0.439
H -1.934 -2.050 -1.082
H 0.354 -1.515 -0.812
H -0.450 -0.516 1.960
H 0.461 -1.923 1.377
H 1.841 -0.666 -0.001
H 2.077 -0.212 1.641
H 2.331 1.427 0.107
H 0.871 1.921 1.067
H 0.205 2.312 -1.178
H 1.198 1.207 -1.830
H -1.131 0.337 -1.872
*
```

LUMO (spin up / spin down) = -4.151 / -4.150 eV
SMILES = N[C@@H]1C[NH2+]CC[C@@H]1N=O
Orbital gap (spin up / spin down) = 0.3123 / 0.3122 Eh
Highest occupied orbital energy (spin up / spin down) = -12.6 / -12.6 eV

Molecular formula: C7H13BN2O3
Method: DFT, wB97M-V/def2-TZVPD

The geometry in ORCA input format:
```
! wB97M-V def2-TZVPD RIJCOSX def2/J DEFGRID3
* xyz 0 1
O -1.497 -1.805 1.251
B -0.759 -0.469 1.596
O 0.677 -0.805 1.486
C 0.869 -0.907 0.104
C -0.104 0.192 -0.522
C 0.776 1.346 -0.934
C 1.259 1.387 -2.240
C 2.116 2.401 -2.619
C 2.459 3.345 -1.662
C 1.900 3.232 -0.404
N 1.071 2.265 -0.019
O -0.965 0.488 0.535
H -0.918 -2.442 1.696
H -1.074 -0.050 2.689
H 1.909 -0.617 -0.090
H 0.750 -1.900 -0.351
H -0.606 -0.292 -1.367
H 0.967 0.614 -2.940
H 2.517 2.429 -3.624
H 3.140 4.155 -1.884
H 2.147 3.978 0.346
N -3.393 -3.424 1.839
H -3.987 -3.388 1.015
H -2.998 -4.355 1.935
H -2.586 -2.678 1.711
H -3.940 -3.199 2.666
*
```

LUMO = -0.738 eV
Orbital gap = 0.2694 Eh
Highest occupied orbital energy = -8.1 eV

Energy above the lowest of the compared OMol25 structures with the same formula, charge and spin: 358.1, 484.9, 0.0 (kJ/mol)
Total energy: -664.698987, -436.844097, -634.648421 (hartree)